# 1
53
Properties=species:S:1:pos:R:3:forces:R:3 method="wB97M-V/def2-TZVPD" homo_energy_ev=-7.97 lumo_energy_ev=0.1 de_lowest_kcal_mol=46.4 mol_weight_g_mol=301.330 total_energy_ev=-31813.69807
C -2.21266 -1.70523 0.06785 0.170 -0.144 0.840
N 0.57996 -1.82187 0.57508 -1.431 -1.418 0.926
C -0.31327 -2.43285 1.56588 0.170 1.822 -1.719
C -1.62811 -2.39267 1.28685 0.946 -1.292 -0.751
C -2.55635 -3.26270 2.05185 -1.061 -0.003 -0.056
C 0.27037 -2.69493 2.89261 0.317 0.193 1.527
H -2.33572 -0.68710 0.42693 -0.431 0.450 -0.493
H -3.17673 -2.15224 -0.18546 0.061 0.237 -0.022
H -1.58376 -1.68618 -0.81985 0.281 -0.211 0.057
H 0.19251 -0.93869 0.31037 0.666 0.414 -0.232
H 1.57141 -1.85604 0.74533 -0.120 0.454 0.588
H -2.01310 -4.10669 2.49761 -0.512 0.496 0.427
H -3.29272 -3.69535 1.36226 0.319 -0.173 -0.142
H -3.23109 -2.68073 2.69397 0.374 -0.323 0.642
H 1.17952 -3.28737 2.85410 0.142 -0.164 0.038
H 0.53354 -1.74880 3.43231 0.131 -0.312 -0.881
H -0.41131 -3.11326 3.63601 -0.104 -0.516 -0.449
H 1.38300 0.11794 -1.67354 0.171 0.292 0.219
H 1.60705 1.27808 -0.71954 0.117 -0.491 -0.403
O 1.24469 0.36938 -0.74265 0.362 0.927 0.105
H 1.68922 1.05950 1.85777 -0.029 -0.115 0.257
H 0.77270 1.68155 0.84415 -0.158 -0.053 0.289
O 0.92253 1.65063 1.80353 0.297 0.236 -0.603
H 4.51925 -0.54395 1.41742 -0.115 0.244 -0.803
H 3.22510 -0.41488 0.41815 0.710 0.383 -0.482
O 3.56977 -0.61305 1.29047 -0.831 -0.405 1.112
H -1.47931 0.14428 3.20819 0.501 0.098 -0.249
H -0.65810 1.19034 2.24092 0.146 -0.768 0.922
O -1.52482 0.82776 2.53460 -0.534 0.420 -0.357
H -1.92858 -0.42833 -2.49724 -0.117 -0.293 0.479
H -3.22954 0.29042 -2.96247 0.066 -0.139 0.220
O -2.30431 0.13234 -3.17137 -0.230 0.272 -0.599
H 3.01889 -2.50047 -1.57529 0.095 0.022 -0.083
H 1.51511 -2.36977 -1.38081 -0.238 -0.211 0.353
O 2.18719 -2.52713 -2.05657 -0.148 0.111 -0.123
H -1.61764 2.99648 -0.11541 -0.874 0.422 -0.679
H -1.96987 3.98620 -1.34120 -0.694 -0.140 0.167
O -1.28202 3.60378 -0.80783 1.667 -0.076 0.150
H -1.05811 1.32622 -3.26924 0.747 -0.148 -0.375
H -0.26791 2.42256 -2.64514 0.403 0.020 0.015
O -0.14392 1.70568 -3.28648 -0.844 0.364 0.381
H 3.23331 1.76687 -2.37121 0.266 -0.401 -0.232
H 2.94513 2.98084 -1.53135 0.275 0.173 0.345
O 3.61419 2.29124 -1.65974 -0.503 0.092 -0.017
H -3.68108 2.45192 1.02599 -0.033 0.012 0.298
H -2.47668 1.47413 1.33407 -0.616 0.186 0.092
O -2.93215 2.00290 0.63490 0.425 -0.322 -0.270
H 1.66955 -0.73496 -3.15592 0.722 -0.028 -0.546
H 1.53699 0.73054 -3.60659 -0.092 -0.149 -0.189
O 2.20155 0.04349 -3.41472 -0.655 0.068 0.294
H 0.86175 4.28166 -0.54000 -0.292 -0.175 0.391
H 1.57096 3.64983 0.71228 -0.278 0.113 0.301
O 1.69361 3.93865 -0.19184 0.392 -0.054 -0.684

---

# 2
194
Properties=species:S:1:pos:R:3:forces:R:3 method="wB97M-V/def2-TZVPD" homo_energy_ev=-6.12 lumo_energy_ev=2.1 de_lowest_kcal_mol=18.3 total_charge=-1 mol_weight_g_mol=1169.428 total_energy_ev=-163646.43933
As -0.04422 -0.04238 0.11520 1.135 0.048 -1.840
F -1.27748 -1.13016 0.78805 0.553 0.844 -0.992
F -1.18856 0.99576 -0.85892 1.146 -1.116 1.617
F 1.34128 1.04393 -0.32157 -1.730 -1.272 0.326
F 1.17066 -1.17109 0.78914 -0.973 1.201 0.135
F 0.12724 -1.00368 -1.41141 -0.388 0.981 1.494
F -0.27798 0.93178 1.56838 0.159 -0.838 -0.655
C 1.60006 2.73477 -3.32512 0.741 -0.786 -0.796
C 2.06250 3.39488 -4.65492 1.005 -0.662 1.954
C 1.96919 2.44810 -5.80270 -0.235 -1.356 0.348
O 2.83181 1.33195 -5.57101 -0.250 -0.967 -0.686
C 2.53624 0.23868 -6.48866 -0.776 1.271 0.321
N 1.20914 4.49933 -4.91544 -0.403 1.234 -0.777
H 2.24371 1.90998 -3.01931 0.226 0.073 0.014
H 0.63746 2.25718 -3.50790 -0.334 0.348 0.295
H 1.60239 3.47434 -2.52442 -0.321 -0.051 -0.015
H 3.09012 3.70315 -4.46237 0.183 0.342 -0.409
H 2.09085 2.86030 -6.80439 0.406 0.370 0.001
H 0.92582 2.14285 -5.72332 -0.386 -0.560 -0.449
H 1.47994 -0.02579 -6.43972 -0.270 0.061 0.257
H 3.06241 -0.69425 -6.28650 0.545 0.554 0.168
H 2.66229 0.62152 -7.50140 0.471 -0.296 -0.263
H 0.29112 4.09796 -5.04284 -0.399 0.204 -0.056
H 1.15728 5.07270 -4.08558 -0.101 0.178 0.043
C -2.84395 -2.41657 5.14968 -0.331 -0.427 -0.426
C -2.45442 -2.07069 3.67397 0.255 -0.924 0.975
C -3.56547 -2.50114 2.71078 -0.007 0.243 -0.060
O -3.82990 -3.87173 2.92653 -0.414 -0.145 -0.225
C -4.82162 -4.40109 2.05239 0.787 0.333 0.360
N -2.16726 -0.67152 3.64521 -0.426 1.335 0.002
H -3.89831 -2.15883 5.24955 -0.019 0.252 0.326
H -2.25500 -1.91675 5.91872 0.042 0.559 -0.334
H -2.77498 -3.45742 5.46587 0.019 -0.264 -0.691
H -1.56784 -2.62581 3.36753 0.155 -0.470 0.090
H -3.29130 -2.31271 1.67279 0.536 -0.201 -0.267
H -4.47072 -1.90103 2.80295 -0.311 0.191 0.667
H -5.81231 -3.98105 2.22618 -0.198 0.013 0.375
H -4.80288 -5.47687 2.22687 -0.235 0.067 -0.247
H -4.58148 -4.14818 1.01970 0.201 -0.253 -0.306
H -1.53157 -0.33590 2.93573 -0.103 -0.346 -0.175
H -1.85297 -0.34202 4.54673 -0.078 0.037 -0.030
C -3.21753 7.64006 0.98348 0.583 -0.032 -1.717
C -4.29808 6.57130 0.93176 0.502 -0.096 0.980
C -3.74225 5.24287 1.41783 0.503 -0.657 -0.418
O -2.91662 4.58933 0.43953 -0.519 -0.424 -0.414
C -3.40988 3.28077 -0.01699 0.159 1.151 1.090
N -5.39917 6.93884 1.80430 -0.534 0.051 -0.248
H -2.45845 7.28068 0.28867 0.361 0.287 -0.117
H -2.68687 7.89683 1.90030 -0.487 -0.496 0.441
H -3.61197 8.56418 0.56097 0.005 0.179 -0.010
H -4.66411 6.49303 -0.09196 -0.001 -0.129 -0.042
H -4.51838 4.58222 1.80415 -0.289 -0.071 -0.320
H -3.11946 5.47361 2.28211 0.311 -0.066 0.200
H -4.46247 3.34338 -0.29311 -0.085 0.083 -0.094
H -3.30795 2.61815 0.84245 -0.029 -0.422 -0.198
H -2.82092 2.91905 -0.85983 0.142 0.279 0.219
H -5.58367 7.89221 1.52656 -0.557 0.300 0.306
H -5.02044 7.00830 2.73802 -0.050 0.021 0.375
C -1.26971 -6.25704 -0.93244 0.003 -1.231 -0.333
C -1.40125 -4.81961 -0.55106 0.400 -0.158 0.958
C -1.03133 -4.70470 0.96119 -0.463 0.349 0.077
O 0.21929 -5.30380 1.27809 0.647 -0.892 -0.187
C 0.42851 -5.61480 2.66503 -1.150 0.412 -1.051
N -0.60284 -4.00771 -1.41672 0.955 0.659 -0.158
H -1.47260 -6.45876 -1.98422 0.020 0.301 -0.061
H -1.97083 -6.86434 -0.35998 -0.070 -0.100 0.166
H -0.27071 -6.63070 -0.70779 0.062 0.045 -0.061
H -2.44310 -4.54462 -0.71543 -0.205 0.267 0.473
H -1.79430 -5.17503 1.58149 -0.293 0.002 0.082
H -0.96730 -3.64582 1.21173 -0.174 0.258 0.167
H -0.42539 -6.20947 2.98954 -0.147 0.050 0.371
H 0.46349 -4.66220 3.19364 0.188 -0.152 0.516
H 1.31470 -6.23285 2.80918 0.164 0.357 -0.324
H 0.36907 -4.13454 -1.17301 0.603 -0.905 -0.418
H -0.60869 -3.02654 -1.17719 -1.017 0.464 -0.005
C -3.86696 -0.73765 -1.22259 -0.604 -0.670 0.295
C -4.58876 -1.81670 -2.05996 0.123 0.127 1.151
C -6.06566 -2.05740 -1.52740 1.662 -0.159 -0.896
O -6.63803 -3.14184 -2.25076 1.376 -0.322 -0.255
C -7.81490 -3.61884 -1.72347 -1.644 0.317 0.354
N -4.55489 -1.47854 -3.47620 -0.303 -0.389 0.828
H -4.48564 0.15899 -1.18563 0.120 0.313 -0.056
H -2.84583 -0.49910 -1.52004 -0.294 -0.051 -0.508
H -3.75164 -1.09157 -0.19811 -0.188 0.018 0.141
H -4.02992 -2.74324 -1.92838 -0.097 -0.260 -0.016
H -6.64370 -1.16142 -1.75364 -0.229 0.280 0.373
H -5.99890 -2.27793 -0.46203 -0.287 0.058 0.194
H -8.48216 -2.76756 -1.58860 -0.480 0.098 0.142
H -7.78629 -4.13551 -0.76413 0.726 0.046 0.370
H -8.33538 -4.32321 -2.37237 0.429 0.105 -0.504
H -4.96283 -0.55494 -3.50174 -0.298 0.218 -0.674
H -5.20302 -2.16134 -3.84199 -0.271 0.216 -0.932
C 3.36355 -1.01924 -2.17975 0.313 0.208 0.130
C 3.24434 -2.13137 -3.25303 0.176 0.631 0.581
C 4.45659 -3.10292 -3.20917 -0.835 -0.308 -0.907
O 4.11231 -4.29304 -3.90656 0.404 -0.623 -0.219
C 5.16282 -5.24840 -4.00217 -0.939 -0.384 0.155
N 1.96652 -2.82171 -3.07139 0.520 0.164 0.245
H 2.64921 -0.19955 -2.25682 -0.215 -0.090 -0.781
H 4.33452 -0.52551 -2.14059 0.269 -0.143 0.067
H 3.08984 -1.38226 -1.18909 0.465 -0.492 0.133
H 3.18372 -1.63742 -4.22280 0.386 -0.122 -0.214
H 4.75178 -3.39359 -2.20097 0.064 0.409 0.360
H 5.28875 -2.70791 -3.79190 0.362 0.638 0.512
H 6.18433 -4.87835 -3.91450 -0.002 0.520 -0.400
H 4.98459 -5.81534 -4.91590 0.343 0.314 -0.323
H 5.09495 -6.02602 -3.24138 -0.235 0.061 0.622
H 1.35341 -2.05145 -2.84578 -0.742 0.112 -0.500
H 2.06663 -3.18578 -2.13462 -0.121 -0.933 0.395
C -1.59487 -0.69091 -6.25646 -0.370 0.680 0.394
C -1.11323 -0.40538 -4.79625 -1.258 -0.945 -2.141
C -1.70320 0.88873 -4.20617 1.114 0.256 -0.805
O -1.60749 1.99052 -5.15146 -0.138 -0.455 0.845
C -2.15247 3.18371 -4.61534 0.612 -0.334 -0.128
N -1.48872 -1.59050 -4.02802 0.949 0.732 0.331
H -2.65631 -0.93869 -6.26461 -0.215 -0.043 0.209
H -1.09349 -1.54120 -6.71876 0.282 0.089 0.244
H -1.51090 0.19485 -6.88611 0.271 -0.008 -0.069
H -0.02870 -0.37061 -4.89959 0.145 0.316 0.608
H -1.07949 1.12478 -3.34398 -0.216 0.163 0.365
H -2.73197 0.74646 -3.87529 -0.221 -0.061 -0.144
H -1.65977 3.53229 -3.70769 0.338 -0.285 0.371
H -3.19814 3.03479 -4.34605 -0.313 0.289 -0.356
H -1.93859 3.95716 -5.35300 -0.672 0.047 -0.143
H -1.25313 -1.34758 -3.07640 0.027 -0.612 0.474
H -2.48564 -1.74921 -4.06043 -0.237 0.223 -0.054
C 6.82035 2.19760 2.15953 0.197 0.773 1.200
C 6.03164 1.29854 1.29463 -0.414 -0.431 -0.620
C 4.49731 1.41113 1.38867 0.130 -1.251 0.046
O 4.04975 1.33022 2.74156 0.147 0.064 0.904
C 2.65030 1.05698 2.95676 0.011 0.390 -1.870
N 6.44631 1.50159 -0.08932 -0.487 -0.395 -0.647
H 7.86798 2.13325 1.86554 0.170 -0.235 0.381
H 6.66188 1.93991 3.20671 0.290 0.163 0.140
H 6.56745 3.24886 2.02178 -0.317 0.112 -0.020
H 6.31041 0.26765 1.51293 -0.120 -0.158 0.244
H 4.10752 0.54485 0.85413 -0.184 -0.065 -0.266
H 4.19031 2.28071 0.80757 -0.408 0.548 0.418
H 2.31768 0.11537 2.51991 0.395 -0.285 -0.258
H 2.11863 1.82454 2.39436 -0.448 0.123 0.217
H 2.26394 1.02372 3.97545 1.035 0.465 0.311
H 7.45377 1.43772 -0.12179 0.081 -0.039 -0.173
H 6.20386 2.42655 -0.41454 -0.094 0.215 -0.007
C 3.61458 -3.71797 2.19163 0.593 -0.573 -0.481
C 3.62009 -4.13406 0.67527 -0.762 0.214 1.510
C 3.83633 -5.63766 0.42498 -0.199 0.996 -0.376
O 5.07687 -6.11718 0.93880 -0.155 1.110 -0.432
C 5.26363 -7.47250 0.70682 -0.180 -1.193 1.163
N 2.30129 -3.73064 0.08050 1.606 -0.164 -0.054
H 4.62576 -3.80010 2.59023 -0.004 -0.202 0.244
H 2.93041 -4.33713 2.77185 0.120 -0.384 -0.051
H 3.27834 -2.70710 2.42222 0.051 0.271 -0.678
H 4.49398 -3.69833 0.19096 -0.323 0.721 -0.206
H 3.85537 -5.68531 -0.66381 -0.106 -0.445 -0.255
H 2.94383 -6.15809 0.77240 0.103 -0.571 0.336
H 4.71835 -7.97893 1.50326 -0.511 -0.606 -0.166
H 6.27916 -7.82142 0.89402 0.378 0.723 -0.190
H 4.96522 -7.87658 -0.26053 -0.238 0.412 -0.252
H 1.58068 -4.20465 0.60598 -0.129 -0.599 0.062
H 2.14615 -2.77605 0.37168 0.158 0.341 -0.342
C 1.17847 4.04936 0.30925 0.499 0.376 1.053
C 0.78546 4.59162 1.70020 -1.771 -0.774 -0.650
C 0.15411 5.98585 1.72508 0.001 -1.342 -0.992
O 1.11616 6.85599 1.22555 -0.212 1.367 0.308
C 0.62642 8.18638 1.19812 1.677 0.383 -0.243
N -0.24635 3.66170 2.23574 -0.178 0.315 0.802
H 1.78820 3.18720 0.57943 0.146 -0.092 -0.597
H 1.76754 4.76007 -0.27039 -0.016 -0.055 -0.103
H 0.31023 3.66933 -0.22912 -0.012 0.286 -0.087
H 1.65182 4.62483 2.36082 0.071 -0.170 0.074
H -0.23208 6.24292 2.71143 0.289 0.159 0.400
H -0.69599 6.00280 1.04308 -0.393 -0.214 -0.119
H 0.27515 8.54292 2.16641 -0.422 -0.271 0.129
H -0.06262 8.42185 0.38703 -0.466 -0.447 0.066
H 1.51205 8.78668 0.98977 0.052 0.172 -0.053
H -0.19149 2.68869 1.97051 0.933 0.136 -0.110
H -1.17217 3.88040 1.89644 -0.117 0.688 -0.223
C 0.15474 3.38982 7.34912 0.182 -1.251 -0.457
C 0.44383 2.96465 5.88566 -0.061 1.042 -0.663
C -0.62234 1.93760 5.38719 0.143 -0.018 1.190
O -0.69021 0.77299 6.22604 -0.892 0.212 0.229
C 0.28311 -0.19532 6.01622 0.880 -0.132 -0.212
N 0.48797 4.19982 5.05286 0.026 -0.435 1.094
H 0.48017 2.55851 7.97451 -0.182 0.029 0.287
H -0.92081 3.49937 7.48799 -0.061 0.173 0.066
H 0.68004 4.27896 7.69784 0.046 0.047 -0.447
H 1.44925 2.54891 5.81946 0.018 -0.319 0.111
H -0.57871 1.58314 4.35736 0.570 0.440 -0.263
H -1.59236 2.41597 5.52259 -0.130 0.055 -0.114
H -0.01362 -1.17191 6.39876 -0.378 0.158 0.195
H 1.21403 0.07349 6.51545 0.289 0.023 0.033
H 0.49529 -0.34124 4.95708 0.054 0.053 -0.295
H -0.24664 4.80541 5.39007 -0.173 0.223 -0.102
H 0.30404 4.02007 4.07615 -0.260 -0.314 -0.329

---

# 3
13
Properties=species:S:1:pos:R:3:forces:R:3 method="wB97M-V/def2-TZVPD" homo_energy_ev=-10.23 lumo_energy_ev=0.1 de_lowest_kcal_mol=61.8 mol_weight_g_mol=142.532 total_energy_ev=-24230.76362
C 0.47868 0.89408 0.46752 3.184 2.676 0.211
C -0.25738 -0.05999 -0.29433 -0.169 -1.880 -0.484
C -0.91768 0.18706 -1.37667 -3.034 3.024 -2.518
C 0.04748 -1.50376 0.12306 -0.745 2.009 -2.871
H 0.39639 2.18003 2.16303 -2.220 -5.491 -1.765
H 0.73314 1.91786 -0.14199 -1.027 -2.386 1.471
H 1.46214 0.36126 0.58543 -0.292 1.120 -0.029
H -1.29546 1.28144 -1.68483 1.471 -2.346 0.869
H -1.37420 -0.53688 -2.03923 0.228 -0.380 0.265
O -0.06723 1.05451 1.76182 1.804 6.130 2.019
F -0.67885 -2.38901 -0.58003 -0.547 -0.379 0.294
F -0.23018 -1.58181 1.38055 0.221 -1.268 2.066
Cl 1.70316 -1.80478 -0.36434 1.126 -0.829 0.473

---

# 4
23
Properties=species:S:1:pos:R:3:forces:R:3 method="wB97M-V/def2-TZVPD" homo_energy_ev=-6.14 lumo_energy_ev=3.2 de_lowest_kcal_mol=73.0 total_charge=-1 mol_weight_g_mol=122.934 total_energy_ev=-13218.86938
B -0.51621 0.76313 0.48957 2.144 -2.616 -0.169
H -0.06849 1.80816 0.50313 1.194 1.916 0.061
H 0.07597 0.04068 -0.45496 -0.729 0.717 1.056
H -0.37485 0.19564 1.58697 0.094 0.059 -0.237
H -1.61467 0.91952 0.31612 -2.566 0.018 -0.574
O 2.25207 -1.33539 1.18325 2.436 2.444 -1.782
H 2.97728 -0.75343 0.65862 -2.435 -2.191 1.608
H 1.49090 -0.73481 1.07282 -0.129 -0.322 0.116
O 3.07488 -0.45017 -1.61945 8.969 -3.261 2.832
H 2.52731 0.15620 -1.81355 -6.389 7.347 -2.194
H 2.67892 -1.23329 -1.73726 -2.257 -4.495 -0.458
O -2.28751 -2.34743 0.24472 -3.217 0.090 10.996
H -2.29388 -2.57945 -0.54177 -0.515 -3.748 -11.689
H -1.62822 -1.75237 0.25985 3.770 3.760 0.737
O 1.97614 1.82391 -2.09180 -0.467 0.924 -0.216
H 1.35496 2.16706 -1.42064 0.118 -0.427 -0.305
H 1.63370 2.10793 -2.95433 0.007 -0.136 0.533
O -1.93730 -0.12403 -2.14381 8.232 1.782 0.507
H -1.60008 0.21652 -1.27513 -1.128 -0.437 -0.405
H -2.75117 -0.33713 -2.31331 -7.174 -1.438 -0.310
O -1.74686 0.75320 4.20389 -2.037 7.566 3.563
H -1.74060 -0.05604 4.47496 0.058 -7.662 2.595
H -1.48229 0.75160 3.37214 2.024 0.109 -6.263